The following is a quantum chemistry calculation of a 11-piece molecular cluster, C51H53N11O2 overall at a distorted geometry, from the Open Molecules 2025 dataset.

ORCA input file:
```
! wB97M-V def2-TZVPD RIJCOSX def2/J DEFGRID3
* xyz 0 1
C -2.217 -3.725 -0.611
N -2.095 -4.840 -1.632
O -2.023 -4.539 -2.800
O -1.941 -6.000 -1.178
H -1.815 -2.736 -0.969
H -1.768 -4.131 0.304
H -3.315 -3.613 -0.441
C -2.833 -1.095 4.812
C -3.595 -0.446 3.855
C -3.795 -1.037 2.634
N -3.360 -2.228 2.335
C -2.688 -2.834 3.265
C -2.336 -2.346 4.515
H -2.596 -0.652 5.772
H -3.751 0.624 3.947
H -4.189 -0.498 1.799
H -2.269 -3.851 2.996
H -1.714 -2.863 5.157
C 6.354 -0.543 -2.192
C 5.881 -1.807 -1.931
C 4.502 -1.999 -2.006
N 3.676 -0.939 -2.084
C 4.176 0.251 -2.267
C 5.499 0.480 -2.428
H 7.398 -0.367 -2.369
H 6.599 -2.613 -1.775
H 4.120 -3.036 -1.947
H 3.442 1.039 -2.264
H 5.787 1.463 -2.711
C -5.370 2.689 2.178
C -4.502 3.420 2.961
C -3.306 3.920 2.447
N -2.876 3.536 1.257
C -3.573 2.614 0.621
C -4.850 2.201 0.988
H -6.307 2.370 2.477
H -4.937 3.757 3.912
H -2.775 4.722 2.912
H -3.162 2.387 -0.388
H -5.384 1.450 0.368
C 1.914 2.928 3.599
C 0.551 3.220 3.648
C -0.137 2.918 4.805
N 0.448 2.432 5.865
C 1.743 2.174 5.824
C 2.528 2.377 4.695
H 2.411 2.976 2.663
H 0.017 3.584 2.838
H -1.153 3.260 4.951
H 2.153 1.636 6.688
H 3.583 2.094 4.608
C -1.857 3.879 -4.137
C -1.707 4.640 -3.016
C -1.186 4.083 -1.883
N -0.708 2.855 -1.811
C -0.844 2.079 -2.888
C -1.499 2.540 -4.035
H -2.118 4.318 -5.067
H -1.984 5.677 -2.908
H -1.243 4.660 -0.956
H -0.304 1.140 -2.910
H -1.604 1.842 -4.840
C -5.281 -1.912 -3.275
C -5.636 -2.262 -1.978
C -5.077 -1.659 -0.893
N -4.106 -0.787 -1.052
C -3.756 -0.439 -2.273
C -4.329 -0.926 -3.452
H -5.643 -2.361 -4.259
H -6.214 -3.159 -1.833
H -5.395 -2.040 0.094
H -2.896 0.201 -2.379
H -3.898 -0.679 -4.407
C 0.957 -1.308 -4.377
C -0.169 -2.017 -4.044
C -1.357 -1.773 -4.765
N -1.420 -0.999 -5.840
C -0.244 -0.450 -6.278
C 0.937 -0.542 -5.559
H 1.904 -1.310 -3.766
H -0.122 -2.581 -3.166
H -2.198 -2.301 -4.366
H -0.270 0.196 -7.177
H 1.910 -0.144 -5.885
C 5.032 -2.006 3.006
C 4.268 -2.968 3.698
C 3.942 -4.106 3.039
N 4.248 -4.331 1.737
C 4.949 -3.448 1.113
C 5.365 -2.249 1.683
H 5.360 -1.136 3.551
H 3.969 -2.834 4.741
H 3.402 -4.973 3.412
H 5.187 -3.657 0.077
H 6.058 -1.655 1.111
C 2.264 2.099 -0.070
C 2.583 3.415 -0.238
C 3.841 3.854 0.156
N 4.780 3.006 0.642
C 4.461 1.723 0.839
C 3.143 1.247 0.563
H 1.264 1.735 -0.318
H 1.871 4.098 -0.642
H 4.184 4.886 -0.071
H 5.297 1.144 1.252
H 2.929 0.208 0.580
C 0.685 -1.007 1.652
C -0.358 -0.172 1.380
C -0.878 -0.173 0.036
N -0.324 -0.808 -0.963
C 0.758 -1.535 -0.649
C 1.302 -1.676 0.644
H 0.916 -1.248 2.699
H -0.910 0.440 2.093
H -1.798 0.290 -0.320
H 1.306 -2.026 -1.448
H 2.117 -2.380 0.696
*
```

Summary:
Kohn-Sham gap: 9.7 eV
LUMO level: 0.5 eV
max |F|: 0.0761 hartree/bohr
SMILES: C[N+](=O)[O-].c1ccncc1.c1ccncc1.c1ccncc1.c1ccncc1.c1ccncc1.c1ccncc1.c1ccncc1.c1ccncc1.c1ccncc1.c1ccncc1
HOMO: -0.3394 Eh
energy above the lowest of the compared OMol25 structures with the same formula, charge and spin: 0.000 eV